Formula: C3H6O
Source: the Open Molecules 2025 dataset
Level of theory: wB97M-V/def2-TZVPD

Results
energy = -193.1032 Ha
HOMO energy = -9.4 eV
SMILES = C=C=O.C
total charge = 0
gap between HOMO and LUMO = 10.26 eV

```
10
Properties=species:S:1:pos:R:3:lowdin_charge:R:1
C 0.33418 -0.94078 -1.34503 -0.05
C -0.40916 1.42841 1.12955 0.00
C -0.21345 0.21527 1.60459 -0.29
O -0.05060 -0.83297 2.09604 0.16
H 1.14177 -0.56558 -0.70929 0.02
H 0.61062 -0.84431 -2.39744 0.02
H 0.13605 -1.98855 -1.10606 0.03
H -0.30030 1.66625 0.07901 0.05
H -0.56595 -0.34630 -1.17266 0.01
H -0.68317 2.20856 1.82129 0.06
```



Formula: C31H38BF2N2P2Si2Zr
Source: the Open Molecules 2025 dataset
Level of theory: wB97M-V/def2-TZVPD

Results
energy = -2846.9688 Ha
HOMO energy = -11.2 eV
total charge = +1
gap between HOMO and LUMO = 8.04 eV

```
79
Properties=species:S:1:pos:R:3:lowdin_charge:R:1
Zr -1.11453 -1.33526 -0.92684 1.52
C 2.45645 -3.49947 -0.52503 -0.17
Si 2.07816 -2.19043 -1.78529 0.33
C 3.65158 -1.48655 -2.45749 -0.15
C 1.09305 -2.95384 -3.17590 -0.17
N 0.99429 -1.02632 -1.01212 -0.39
P 0.78321 0.61002 -1.19672 0.67
C -0.81868 0.90167 -0.68192 -0.48
P -1.12756 0.62558 0.98450 0.70
N -1.17702 -1.03032 1.13971 -0.39
Si -2.13555 -2.26353 1.94192 0.32
C -3.89060 -2.25335 1.32859 -0.15
C -1.31046 -3.81483 1.29951 -0.17
C -2.12739 -2.16377 3.78204 -0.15
C -2.72713 1.28758 1.45332 -0.31
C -3.08807 1.31680 2.80129 -0.09
C -4.36267 1.71527 3.16805 -0.06
C -5.27702 2.09112 2.19008 -0.06
C -4.91460 2.07943 0.85138 -0.06
C -3.63817 1.68027 0.47878 -0.08
C 0.06224 1.24362 2.17006 -0.31
C 0.19892 2.61926 2.35192 -0.07
C 1.14804 3.10152 3.23674 -0.06
C 1.95326 2.21606 3.94414 -0.06
C 1.81676 0.84784 3.76602 -0.07
C 0.87499 0.35875 2.87141 -0.08
C 2.11243 1.54715 -0.45316 -0.31
C 3.10791 0.92628 0.28983 -0.09
C 4.12557 1.68530 0.85237 -0.06
C 4.14062 3.05996 0.67436 -0.06
C 3.13739 3.68543 -0.05799 -0.06
C 2.12022 2.93308 -0.61877 -0.08
C 0.85449 0.97212 -2.97161 -0.29
C 2.02768 1.37727 -3.60072 -0.09
C 2.07310 1.50210 -4.98322 -0.06
C 0.95110 1.21877 -5.74731 -0.06
C -0.23020 0.83084 -5.12684 -0.06
C -0.27703 0.71998 -3.74650 -0.10
H 3.16645 -4.22075 -0.93584 0.04
H 2.89705 -3.07866 0.38169 0.03
H 1.56059 -4.05449 -0.23360 0.02
H 4.23876 -2.32326 -2.84624 0.05
H 3.48549 -0.78912 -3.27730 0.02
H 4.25414 -0.98719 -1.69676 0.03
H 1.54986 -3.88882 -3.50971 0.05
H 0.06371 -3.21923 -2.89633 -0.01
H 1.02682 -2.28119 -4.03503 0.04
H -3.99451 -2.54919 0.28118 0.02
H -4.46134 -2.98095 1.91264 0.05
H -4.36943 -1.27787 1.44285 0.04
H -1.29928 -3.88859 0.19664 0.01
H -0.27156 -3.87686 1.63076 0.04
H -1.83151 -4.72070 1.61723 0.05
H -2.70873 -1.30865 4.12977 0.03
H -2.59107 -3.06630 4.18745 0.05
H -1.12028 -2.08615 4.19527 0.04
H -2.36890 1.04386 3.56563 0.11
H -4.64194 1.74262 4.21287 0.11
H -6.27178 2.40592 2.47664 0.11
H -5.62369 2.38784 0.09480 0.11
H -3.33890 1.67595 -0.56198 0.09
H -0.43556 3.30818 1.80588 0.12
H 1.25781 4.16804 3.38147 0.11
H 2.68882 2.59789 4.64012 0.11
H 2.44463 0.16203 4.31948 0.11
H 0.76737 -0.70717 2.71413 0.10
H 3.08201 -0.14627 0.43967 0.10
H 4.90237 1.20315 1.43099 0.11
H 4.93566 3.65071 1.11030 0.11
H 3.15055 4.75898 -0.19103 0.11
H 1.33671 3.41819 -1.18991 0.12
H 2.91175 1.59795 -3.01536 0.11
H 2.98883 1.82174 -5.46286 0.11
H 0.99005 1.31661 -6.82399 0.11
H -1.11741 0.63889 -5.71541 0.11
H -1.22954 0.49880 -3.27058 0.08
F -3.76642 -2.73877 -3.02434 0.22
B -2.75084 -2.38933 -2.32976 -0.37
F -3.05150 -0.95326 -1.66001 -0.26
```



Formula: C3H7INO
Source: the Open Molecules 2025 dataset
Level of theory: wB97M-V/def2-TZVPD

Results
energy = -545.7692 Ha
HOMO energy (alpha / beta) = -11.7 / -12.2 eV
total charge = +1
gap between HOMO and LUMO (alpha / beta) = 7.38 / 8.26 eV

```
13
Properties=species:S:1:pos:R:3:lowdin_charge:R:1
C 0.06129 -0.76793 -0.01374 -0.18
C 2.43671 -1.09869 0.21716 -0.61
C -1.67735 1.12458 0.37078 0.01
N -0.77718 0.25333 -0.56157 0.00
O 1.32407 -0.50053 -0.03056 -0.15
I 4.07036 0.19201 0.30929 0.95
H -0.28850 -1.77597 -0.14245 0.14
H 2.40478 -2.19185 0.42124 0.10
H -2.45699 0.30349 0.59755 0.13
H -1.31337 1.44345 1.34538 0.09
H -2.07970 1.99675 -0.24607 0.12
H -0.16703 1.03721 -1.11762 0.25
H -1.53709 -0.01585 -1.14940 0.14
```



Formula: C4H5NO2
Source: the Open Molecules 2025 dataset
Level of theory: wB97M-V/def2-TZVPD

Results
energy = -360.5937 Ha
HOMO energy = -10.0 eV
total charge = 0
gap between HOMO and LUMO = 11.02 eV

```
12
Properties=species:S:1:pos:R:3:lowdin_charge:R:1
O 0.67435 -0.33787 -1.55666 -0.02
C 0.71586 0.66673 -0.57966 -0.25
C -0.74105 0.42608 -0.18691 -0.24
C -0.46495 -0.93265 -0.84763 -0.08
N -0.84949 0.33010 1.24655 0.11
C 0.35632 0.19522 1.61924 -0.22
O 1.36389 0.29329 0.70649 0.01
H 1.20099 1.58750 -0.91928 0.16
H -1.50298 1.02605 -0.68413 0.15
H -0.03960 -1.64527 -0.13686 0.12
H -1.27196 -1.41215 -1.40930 0.12
H 0.63117 -0.02277 2.64865 0.14
```



Formula: C5H13NO
Source: the Open Molecules 2025 dataset
Level of theory: wB97M-V/def2-TZVPD

Results
energy = -328.2777 Ha
HOMO energy = -8.3 eV
SMILES = CN1CCCC1.O
total charge = 0
gap between HOMO and LUMO = 9.17 eV

```
20
Properties=species:S:1:pos:R:3:lowdin_charge:R:1
C 1.83493 0.77183 -0.46275 -0.11
N 0.54940 0.21923 -0.12422 -0.24
C -0.52640 0.52509 -1.03457 -0.21
C -1.56998 -0.54964 -0.77646 -0.17
C -0.73322 -1.77842 -0.45900 -0.17
C 0.58594 -1.23439 0.10713 -0.18
H 2.31780 0.22459 -1.29204 0.09
H 2.52792 0.63414 0.36954 0.08
H 1.81474 1.83745 -0.60268 0.08
H -0.89880 1.53454 -0.89260 0.11
H -0.17388 0.44092 -2.06825 0.12
H -2.24393 -0.65795 -1.62749 0.11
H -2.22407 -0.34873 0.02631 0.09
H -0.59437 -2.43202 -1.31305 0.10
H -1.15041 -2.45766 0.29251 0.11
H 0.74277 -1.41001 1.16958 0.11
H 1.46229 -1.66843 -0.39605 0.11
H -1.20554 2.38247 2.62516 0.04
H 0.19859 1.95083 3.08052 0.02
O -0.71379 2.01616 3.37841 -0.07
```



Formula: C43H62Br2F3N3O29P2S7
Source: the Open Molecules 2025 dataset
Level of theory: wB97M-V/def2-TZVPD

Results
energy = -12938.2706 Ha
HOMO energy = -7.0 eV
SMILES = COCCCCc1c(CCC(F)(F)F)ccc2c1Sc1c(c(/C(Br)=C(/C)Br)cc(P(N)O)c1P(=O)(O)O)N2CCCCn1cccc1.O=S1(=O)OCCO1.O=S1(=O)OCCO1.O=S1(=O)OCCO1.O=S1(=O)OCCO1.O=S1(=O)OCCO1.O=S1(=O)OCCO1
total charge = 0
gap between HOMO and LUMO = 6.09 eV

```
151
Properties=species:S:1:pos:R:3:lowdin_charge:R:1
C 5.28498 -2.33507 0.64241 -0.12
O 5.27177 -1.06663 -0.11092 -0.26
C 5.50927 -1.31050 -1.56309 -0.20
C 4.20259 -0.88232 -2.45692 -0.17
C 3.21221 -2.12684 -2.87284 -0.19
C 1.70190 -1.45512 -3.08148 -0.19
C 0.65666 -1.87606 -1.89087 -0.07
C 0.30902 -3.45129 -1.60080 -0.09
C 0.94112 -4.75564 -2.36457 -0.17
C 0.87955 -4.70597 -4.00160 -0.08
C -0.66311 -4.65488 -4.61804 -0.21
F -1.41973 -5.92020 -4.30579 -0.02
F -1.40564 -3.42135 -4.27133 0.02
F -0.51209 -4.65151 -6.12114 -0.03
C -0.80387 -3.77987 -0.39694 -0.01
C -1.53321 -2.60316 0.50127 0.01
C -1.14627 -1.00802 0.23605 -0.14
C -0.06161 -0.68425 -0.96281 -0.28
S 0.29344 1.17152 -1.24759 0.83
C -1.36246 1.98457 -0.85393 -0.32
C -2.26730 1.25117 0.34062 -0.09
C -3.76753 1.87598 0.73687 -0.10
C -4.65696 1.07383 1.90433 -0.60
Br -4.93826 1.72446 3.77394 0.68
C -5.31532 -0.24753 1.55083 -0.61
C -6.24995 -1.12043 2.59019 -0.17
Br -5.07134 -1.04428 -0.29840 0.60
C -4.29964 3.21158 -0.05038 -0.01
C -3.36057 3.91811 -1.24047 -0.28
P -4.16001 5.50829 -2.03278 0.87
N -4.81260 5.10847 -3.68238 -0.23
O -2.93761 6.78554 -2.17796 -0.39
C -1.86864 3.33615 -1.68072 -0.19
P -0.87603 4.24353 -3.03431 0.74
O -1.81464 4.73992 -4.24819 -0.39
O -0.09986 5.73018 -2.44762 -0.23
O 0.39519 3.31130 -3.77600 -0.29
N -1.85870 0.00851 1.09540 -0.14
C -1.14430 0.30338 2.39257 -0.16
C 0.26164 1.13262 2.24834 -0.19
C 1.05518 1.37076 3.69008 -0.15
C 2.65080 0.88315 3.57752 -0.17
N 3.52378 1.87856 2.83918 -0.13
C 3.20391 2.96016 1.83116 -0.07
C 4.51011 3.79760 1.25084 -0.07
C 5.77532 3.09267 2.03844 -0.08
C 5.04428 1.93484 2.97513 -0.07
H 4.20861 -2.81747 0.50467 0.10
H 6.10478 -3.10032 0.30133 0.10
H 5.42352 -2.10284 1.78468 0.08
H 6.37784 -0.54958 -1.86347 0.13
H 5.90467 -2.39355 -1.76647 0.12
H 3.57825 -0.10247 -1.83021 0.12
H 4.55739 -0.34691 -3.43544 0.12
H 3.15153 -2.98574 -2.06222 0.10
H 3.59973 -2.57883 -3.90658 0.12
H 1.87261 -0.27922 -3.18294 0.10
H 1.20594 -1.77366 -4.11657 0.11
H 2.04768 -4.98489 -1.98698 0.11
H 0.30985 -5.71454 -2.03809 0.11
H 1.59261 -3.88561 -4.48915 0.12
H 1.32286 -5.74748 -4.38083 0.14
H -1.07870 -4.92212 -0.18994 0.09
H -2.33977 -2.84612 1.34031 0.09
H -7.37574 -0.73474 2.60745 0.10
H -5.83483 -1.17243 3.68487 0.07
H -6.30951 -2.24577 2.19719 0.07
H -5.34971 3.66524 0.23223 0.10
H -5.29876 5.95528 -4.07611 0.03
H -5.44261 4.27721 -3.64043 0.03
H -3.44774 7.61559 -2.47254 0.04
H 0.10872 5.65002 -1.47035 0.09
H 1.17680 3.39002 -3.12203 0.08
H -0.91087 -0.69293 2.98306 0.14
H -1.84265 0.95582 3.10711 0.13
H 0.15037 2.20795 1.76933 0.10
H 1.04184 0.55922 1.55953 0.10
H 0.60508 0.72508 4.57270 0.11
H 0.98375 2.49667 4.04900 0.12
H 3.07800 0.65998 4.66554 0.13
H 2.67834 -0.13785 2.98025 0.11
H 2.10698 3.20025 1.46765 0.09
H 4.57543 4.68871 0.49241 0.07
H 6.90683 3.37994 1.93849 0.07
H 5.78439 1.29736 3.61955 0.10
C 1.68303 -9.56530 0.31136 -0.17
C 1.02747 -8.95710 -0.92560 -0.17
O 1.05713 -7.54820 -0.70906 -0.23
S 2.38788 -7.17303 0.15627 0.67
O 3.41566 -6.73707 -0.76283 -0.23
O 1.98176 -6.40033 1.30709 -0.24
O 2.75308 -8.68390 0.64799 -0.19
H 0.98528 -9.59154 1.15458 0.13
H 2.06365 -10.57285 0.12363 0.14
H 0.00103 -9.30411 -1.06620 0.14
H 1.61089 -9.17255 -1.82700 0.14
C -5.69968 -6.53953 0.86865 -0.17
C -4.56826 -5.56263 0.55998 -0.18
O -4.19061 -5.01807 1.82236 -0.22
S -4.41452 -6.14940 2.97578 0.67
O -3.14508 -6.79463 3.22741 -0.24
O -5.22883 -5.57881 4.02351 -0.23
O -5.33687 -7.16704 2.09739 -0.19
H -6.64589 -6.01082 1.02261 0.13
H -5.82567 -7.28742 0.08121 0.14
H -4.87787 -4.76970 -0.12498 0.13
H -3.69986 -6.08418 0.14380 0.13
C 2.28303 -4.73405 4.81405 -0.16
C 1.62747 -4.12585 3.57709 -0.18
O 1.65713 -2.71695 3.79363 -0.20
S 2.98788 -2.34178 4.65895 0.66
O 4.01566 -1.90582 3.73986 -0.25
O 2.58176 -1.56908 5.80978 -0.24
O 3.35308 -3.85265 5.15067 -0.19
H 1.58528 -4.76029 5.65726 0.13
H 2.66365 -5.74160 4.62631 0.14
H 0.60103 -4.47286 3.43649 0.14
H 2.21089 -4.34130 2.67569 0.11
C 2.71449 7.48539 -5.12169 -0.17
C 3.51507 6.52856 -6.00105 -0.17
O 3.80755 5.41055 -5.16602 -0.19
S 2.58390 5.20557 -4.10720 0.70
O 1.70136 4.18599 -4.62944 -0.28
O 3.13650 5.16046 -2.77341 -0.23
O 1.87090 6.65543 -4.32500 -0.20
H 3.37192 8.04712 -4.45027 0.13
H 2.11501 8.18418 -5.71126 0.13
H 4.43605 6.98035 -6.37715 0.14
H 2.91410 6.17212 -6.84433 0.13
C -1.32701 1.25298 9.16757 -0.17
C -0.95646 0.15546 8.17365 -0.17
O -1.92380 0.25417 7.13092 -0.20
S -2.36859 1.81483 6.96682 0.65
O -1.60295 2.39072 5.88364 -0.25
O -3.80930 1.88936 7.03894 -0.26
O -1.74950 2.35997 8.37305 -0.19
H -2.16748 0.94604 9.79841 0.13
H -0.48290 1.53841 9.80104 0.14
H -0.97624 -0.83931 8.62509 0.14
H 0.03108 0.33683 7.73639 0.13
C -1.44227 8.77176 -5.31649 -0.16
C -2.43660 8.53627 -6.45032 -0.17
O -3.69501 8.96969 -5.93913 -0.20
S -3.44847 10.20169 -4.89902 0.68
O -3.66411 11.44237 -5.60990 -0.24
O -4.10447 9.88490 -3.65174 -0.25
O -1.84234 9.99811 -4.70722 -0.19
H -1.50839 7.97985 -4.56346 0.13
H -0.41308 8.84369 -5.67827 0.12
H -2.48356 7.48719 -6.75196 0.14
H -2.19485 9.15463 -7.32126 0.13
```